Entry 1:
# C29H56O5P

2 unconnected molecules or ions with the total composition C29H56O5P (wB97M-V/def2-TZVPD, the OMol25 dataset).

Each line ends with the Mulliken charge.
Cartesian coordinates (Å):
C  -0.02  -3.21  2.00  -1.261
C  1.27  -2.80  1.27  0.333
C  1.44  -3.36  -0.15  -0.908
C  0.79  -2.52  -1.25  -1.138
C  -0.74  -2.39  -1.15  0.753
C  -1.47  -3.73  -1.31  -0.828
C  -2.99  -3.64  -1.50  -0.785
C  -3.75  -2.90  -0.38  -0.325
C  -5.08  -2.22  -0.77  -0.943
C  -5.06  -1.26  -1.98  -0.578
C  -5.35  0.20  -1.61  -1.596
C  -4.09  0.98  -1.16  1.237
C  -4.17  1.54  0.26  -0.749
C  -2.98  2.43  0.67  -1.202
C  -1.58  1.96  0.23  0.700
P  -0.79  3.23  -1.05  -0.124
C  -0.34  1.91  -2.40  -0.151
C  -1.33  1.77  -3.56  -0.103
C  -1.54  3.05  -4.39  -0.498
C  -0.30  3.45  -5.22  -1.281
C  0.99  2.95  -0.33  -1.079
O  1.16  3.56  0.94  -0.193
C  2.46  3.58  1.45  -0.693
C  2.62  2.74  2.75  -0.236
C  1.53  1.68  2.96  -0.353
H  -0.39  -4.17  1.63  0.262
H  0.15  -3.31  3.08  0.416
H  -0.82  -2.48  1.87  0.245
H  1.32  -1.70  1.21  -0.094
H  2.12  -3.11  1.88  0.269
H  1.08  -4.40  -0.18  0.359
H  2.52  -3.40  -0.37  0.412
H  1.24  -1.52  -1.22  0.225
H  1.05  -2.94  -2.23  0.453
H  -1.09  -1.69  -1.92  0.369
H  -0.99  -1.91  -0.19  -0.344
H  -1.26  -4.38  -0.45  0.193
H  -1.03  -4.24  -2.19  0.253
H  -3.21  -3.22  -2.49  0.443
H  -3.38  -4.67  -1.53  0.361
H  -3.10  -2.15  0.09  0.022
H  -3.97  -3.63  0.40  0.396
H  -5.40  -1.64  0.10  0.459
H  -5.85  -2.99  -0.91  0.398
H  -5.79  -1.61  -2.72  0.389
H  -4.08  -1.29  -2.47  0.330
H  -6.09  0.21  -0.79  0.488
H  -5.82  0.71  -2.46  0.470
H  -3.88  1.80  -1.85  0.309
H  -3.22  0.31  -1.22  -0.658
H  -4.26  0.69  0.97  0.243
H  -5.10  2.12  0.36  0.349
H  -3.15  3.44  0.24  0.413
H  -3.01  2.56  1.76  0.257
H  -1.61  0.94  -0.16  -0.592
H  -0.91  1.95  1.10  -0.001
H  -1.07  4.26  -0.03  0.026
H  -0.25  4.28  -1.95  0.096
H  -2.14  3.44  -1.61  0.042
H  -0.22  0.94  -1.92  -0.438
H  0.65  2.19  -2.80  0.441
H  -2.30  1.42  -3.18  -0.491
H  -0.98  0.99  -4.27  0.475
H  -2.38  2.87  -5.08  0.525
H  -1.83  3.87  -3.73  0.237
H  -0.40  3.13  -6.27  0.342
H  -0.14  4.53  -5.22  0.310
H  0.61  2.98  -4.82  0.314
H  1.20  1.86  -0.24  0.276
H  1.72  3.37  -1.05  0.433
H  2.73  4.63  1.65  0.324
H  3.17  3.20  0.69  0.330
H  2.65  3.41  3.62  0.334
H  3.60  2.25  2.73  0.064
H  1.95  0.80  3.46  0.172
H  0.72  2.06  3.60  0.387
H  1.09  1.38  2.01  -0.283
C  5.14  -1.73  4.36  -0.912
C  5.04  -1.06  3.20  -0.054
C  6.26  -0.66  2.39  1.159
O  6.05  -0.06  1.35  -0.616
C  7.57  -1.00  2.89  -1.088
C  7.66  -1.67  4.05  0.318
C  6.45  -2.08  4.85  1.147
O  6.67  -2.69  5.88  -0.653
O  8.80  -2.04  4.61  -0.588
O  3.90  -0.68  2.66  -0.272
H  4.27  -2.01  4.94  0.477
H  8.44  -0.71  2.31  0.431
H  8.54  -2.51  5.43  0.383
H  4.10  -0.21  1.83  0.260

charge	-1
lowest unoccupied orbital energy	0.05	eV

***

Entry 2:
# C29H57BN6OPb

A molecular structure, C29H57BN6OPb at a distorted geometry (wB97M-V/def2-TZVPD, the OMol25 dataset).

Each line ends with the Mulliken charge.
Cartesian coordinates (Å):
Pb  -22.08  -5.84  15.87  1.154
C  -19.91  -5.93  20.70  -1.871
C  -20.31  -7.05  19.71  1.553
C  -20.02  -8.44  20.32  -1.197
C  -21.06  -8.94  21.31  -1.008
C  -22.45  -8.82  20.65  -0.841
C  -22.81  -7.46  20.04  1.765
N  -21.68  -6.92  19.29  1.235
O  -21.96  -5.79  18.52  -0.909
C  -23.31  -6.58  21.22  -2.041
C  -23.96  -7.74  19.07  -1.449
C  -19.35  -6.99  18.53  -1.731
H  -20.33  -4.98  20.36  0.299
H  -18.82  -5.88  20.77  0.465
H  -20.30  -6.12  21.70  0.329
H  -19.06  -8.31  20.83  0.483
H  -19.89  -9.18  19.53  0.294
H  -20.98  -8.31  22.20  0.367
H  -20.80  -9.95  21.62  0.402
H  -23.15  -9.06  21.46  0.478
H  -22.51  -9.67  19.96  -0.159
H  -22.66  -6.65  22.09  0.330
H  -24.33  -6.90  21.43  0.493
H  -23.31  -5.54  20.89  0.343
H  -24.63  -6.92  18.84  0.447
H  -24.50  -8.64  19.41  0.374
H  -23.59  -8.18  18.14  -0.196
H  -19.28  -5.96  18.13  0.326
H  -19.60  -7.61  17.66  0.160
H  -18.32  -7.23  18.78  0.424
B  -22.55  -5.05  13.46  1.458
H  -21.81  -5.93  13.32  -0.375
H  -22.05  -4.23  14.11  -0.443
H  -22.88  -4.55  12.47  -0.272
H  -23.50  -5.36  14.06  -0.348
C  -23.67  -11.79  17.24  -1.192
C  -22.18  -11.87  17.59  -0.191
C  -21.34  -11.07  16.60  -0.829
C  -21.63  -9.67  16.34  0.135
N  -21.89  -8.57  16.14  -0.279
H  -24.24  -12.25  18.04  0.365
H  -23.79  -12.46  16.38  0.400
H  -23.92  -10.78  16.95  0.247
H  -21.74  -12.87  17.64  0.376
H  -22.10  -11.54  18.64  0.027
H  -21.35  -11.62  15.65  0.399
H  -20.29  -11.09  16.91  0.317
C  -25.07  -0.27  17.17  -1.019
C  -23.58  -0.14  16.83  -0.481
C  -23.13  -1.20  15.77  -0.068
C  -23.41  -2.60  16.11  0.317
N  -23.65  -3.69  16.36  -0.398
H  -25.38  -1.31  17.05  0.286
H  -25.73  0.33  16.54  0.313
H  -25.18  0.11  18.18  0.282
H  -22.91  -0.19  17.68  0.388
H  -23.45  0.79  16.28  0.295
H  -22.04  -1.17  15.71  -0.201
H  -23.61  -0.99  14.82  0.366
C  -15.20  -6.33  13.02  -1.365
C  -16.55  -6.18  13.73  0.458
C  -17.34  -7.51  13.79  -0.801
C  -18.71  -7.26  14.30  -0.033
N  -19.75  -7.05  14.74  -0.178
H  -14.92  -7.37  12.85  0.365
H  -14.41  -5.70  13.43  0.344
H  -15.29  -5.91  12.01  0.350
H  -17.17  -5.41  13.28  -0.204
H  -16.43  -5.95  14.79  0.271
H  -16.86  -8.11  14.57  0.288
H  -17.29  -8.08  12.87  0.419
C  -17.88  -2.69  12.56  -1.204
C  -17.60  -2.41  14.02  -0.367
C  -18.78  -1.75  14.78  -0.498
C  -19.64  -2.78  15.37  0.143
N  -20.32  -3.62  15.75  -0.470
H  -18.56  -3.54  12.53  0.244
H  -17.00  -2.96  11.98  0.341
H  -18.35  -1.82  12.09  0.406
H  -16.72  -1.76  14.07  0.343
H  -17.32  -3.29  14.60  0.261
H  -19.34  -1.16  14.06  0.297
H  -18.38  -1.14  15.60  0.398
C  -27.62  -6.62  13.98  -1.128
C  -27.99  -6.20  15.42  -0.368
C  -27.16  -7.03  16.41  -0.560
C  -25.69  -6.92  16.22  0.037
N  -24.56  -6.82  16.09  -0.220
H  -28.10  -7.60  13.85  0.326
H  -26.56  -6.83  13.88  0.311
H  -27.94  -5.98  13.17  0.317
H  -29.01  -6.50  15.61  0.304
H  -27.82  -5.14  15.59  0.354
H  -27.35  -8.10  16.25  0.327
H  -27.26  -6.73  17.45  0.298

lowest unoccupied orbital energy	0.55	eV
relative energy (zero: lowest compared OMol25 entry of this formula, charge and spin)	28.2	kcal per mole

***

no.,HOMO energy (eV)
1,-3.4
2,-4.6